{
  "formula": "C30H25InN5O15SV",
  "method": "ωB97M-V/def2-TZVPD",
  "orbital_gap_ev": [2.365, 2.322],
  "total_charge": 4,
  "max_force_ha_per_bohr": 0.18977,
  "multiplicity": 3,
  "s2": 2.05,
  "elements": ["O", "H", "O", "S", "V", "O", "O", "N", "H", "C", "C", "H", "C", "H", "H", "N", "C", "H", "O", "C", "C", "H", "H", "N", "C", "C", "C", "H", "H", "O", "O", "C", "O", "H", "C", "H", "C", "H", "C", "C", "H", "O", "C", "O", "C", "C", "C", "C", "H", "C", "O", "C", "H", "H", "In", "N", "C", "C", "C", "O", "H", "C", "C", "H", "C", "H", "C", "O", "O", "H", "C", "H", "H", "N", "O", "C", "H", "H"],
  "xyz": [[1.804, 1.055, -0.050], [-5.176, -3.976, 2.630], [0.210, -0.254, 0.046], [0.457, 0.989, -0.577], [2.171, -0.717, 0.703], [0.519, -2.699, 1.313], [1.947, -1.987, -1.218], [2.676, 3.391, -2.713], [3.892, 6.920, 3.545], [3.366, 5.320, 2.268], [0.658, -3.108, -2.781], [1.471, -4.346, -4.326], [-5.252, 0.094, 3.987], [0.313, 3.743, 2.361], [-2.370, 0.806, 2.309], [4.730, 5.070, 1.764], [-4.155, -3.875, 2.292], [-3.340, 0.761, 4.739], [1.484, 3.290, -2.888], [0.779, 5.544, 3.279], [2.369, 4.379, 1.885], [2.522, 3.550, 1.210], [-6.066, -0.858, 0.828], [-3.347, -0.316, 0.196], [3.755, -0.031, -4.279], [0.578, -3.939, -3.875], [1.112, 4.461, 2.471], [1.701, 7.162, 4.503], [1.905, 1.153, -4.370], [4.915, 4.010, 1.136], [-3.693, -1.313, -0.394], [3.455, 2.154, -3.156], [5.643, 5.833, 2.085], [-0.526, -2.056, -1.310], [-0.665, -4.283, -4.419], [5.245, 2.816, -2.129], [-2.325, -4.782, 0.946], [3.365, -0.799, -4.930], [-3.685, -4.745, 1.297], [3.086, 6.281, 3.217], [-5.692, 0.088, 4.973], [-0.367, 2.095, -0.144], [-5.503, -0.421, 1.640], [0.278, 0.924, -2.024], [5.636, 0.988, -3.164], [5.116, -0.011, -3.924], [-3.921, 0.529, 3.858], [1.800, 6.432, 3.714], [-3.631, -2.498, 3.833], [-3.254, -3.102, 3.021], [2.969, -3.326, -2.556], [-6.056, -0.309, 2.921], [5.741, -0.864, -4.143], [-7.066, -0.680, 3.011], [-1.774, 2.633, -2.563], [1.928, -2.826, -2.078], [-1.745, -2.787, -2.993], [-1.914, -3.110, 2.627], [4.793, 2.034, -2.721], [0.307, -4.540, 0.205], [-1.180, -2.489, 3.118], [2.921, 1.096, -4.008], [-3.373, 0.489, 2.556], [-1.940, -5.506, 0.243], [-1.850, -3.699, -3.979], [-0.686, -4.932, -5.282], [-0.564, -2.555, -2.267], [-2.574, 0.537, -0.238], [1.881, -0.531, 2.213], [6.651, 1.017, -2.796], [-1.432, -3.890, 1.547], [-4.346, -5.505, 0.907], [-0.212, 5.670, 3.688], [-0.053, -3.732, 1.009], [3.175, 4.344, -2.144], [-4.121, -0.056, 1.516], [-2.796, -3.871, -4.471], [-2.678, -2.333, -2.694]],
  "forces_ev_per_a": [[7.4, 0.4, 1.5], [-0.2, 0.2, -0.2], [-1.1, -7.1, 3.5], [-5.7, 5.9, -5.3], [-5.0, 0.8, 0.7], [1.4, 1.5, 0.5], [0.3, 2.7, 3.6], [-0.3, 0.4, 0.8], [0.0, 0.1, 0.1], [-0.9, -1.1, -0.3], [-2.1, 0.7, 1.6], [0.1, -0.1, 0.1], [-1.9, -0.2, 0.5], [0.3, -0.3, -0.7], [0.2, 0.0, 0.3], [2.2, -0.1, 0.4], [0.5, -1.1, 0.0], [0.1, 0.3, 0.0], [-0.7, -0.4, -0.7], [1.1, 0.5, 0.8], [0.0, -0.1, 0.4], [0.6, 0.2, -0.1], [0.0, 0.1, -0.2], [-1.3, 0.7, -0.6], [1.5, 0.5, -0.5], [0.2, -0.8, -0.7], [-0.8, 1.2, 0.6], [-0.6, 0.1, -0.1], [0.0, 0.0, -0.1], [-0.6, 1.2, 0.4], [0.3, 0.2, 0.6], [1.4, -1.0, -0.4], [-2.0, -1.0, -0.6], [-0.3, 0.4, -0.2], [0.4, 0.1, -0.4], [-0.2, 0.3, 0.3], [0.0, 0.2, 0.0], [0.0, -0.3, 0.2], [0.6, 0.0, 0.6], [1.1, 0.0, -0.8], [-0.1, 0.0, 0.2], [0.7, -0.2, 1.1], [0.0, -0.3, 1.2], [1.4, -0.9, 0.3], [0.1, 0.0, 0.6], [-0.8, -1.7, -0.4], [1.3, -0.2, -2.2], [-0.3, -0.8, -0.3], [0.3, 0.0, 0.2], [0.3, -0.2, -1.1], [-2.4, 1.1, 1.6], [0.6, -0.5, -1.6], [0.0, 0.0, -0.4], [-0.1, 0.3, 0.5], [0.3, 0.0, 0.1], [1.8, -3.1, -5.2], [-0.2, 1.2, 2.6], [1.1, 0.4, -0.6], [-2.1, 1.8, -0.6], [0.7, 0.1, 0.0], [-0.1, 0.1, 0.3], [0.3, 2.6, 2.3], [-0.2, -0.1, 0.4], [-0.2, 0.0, -0.2], [1.3, -0.7, -1.5], [0.1, -0.2, 0.1], [1.2, -0.7, -0.8], [-0.8, -0.9, 1.2], [1.2, -0.4, -2.7], [0.2, -0.2, -0.3], [-1.8, 0.3, 1.1], [-0.1, 0.1, -0.3], [-0.1, -0.1, 0.0], [-2.3, -1.0, -0.4], [0.8, -1.7, -0.9], [1.6, 0.5, -0.1], [0.0, -0.2, 0.0], [0.1, 0.3, 0.5]],
  "lowdin_charge": [-0.28, 0.12, -0.29, 0.16, 1.35, 0.00, -0.06, -0.32, 0.14, -0.10, -0.13, 0.13, 0.06, 0.10, 0.13, -0.31, -0.05, 0.15, 0.02, -0.02, 0.03, 0.09, 0.15, -0.28, 0.08, 0.02, -0.06, 0.13, 0.14, 0.02, 0.15, -0.03, 0.13, 0.08, 0.00, 0.15, 0.03, 0.14, -0.02, 0.03, 0.15, -0.35, 0.11, -0.41, 0.07, 0.01, 0.08, 0.02, 0.11, -0.06, 0.14, 0.03, 0.14, 0.15, 1.17, -0.28, -0.06, 0.00, 0.12, 0.16, 0.12, 0.15, 0.05, 0.13, -0.03, 0.13, 0.02, 0.01, -0.07, 0.16, -0.11, 0.13, 0.12, -0.30, 0.16, -0.01, 0.14, 0.10]
}